Entry from the OMol25 dataset: 2 unconnected molecules or ions with the total composition C3H7ClN2 at a distorted geometry (ωB97M-V/def2-TZVPD).

```
! RIJCOSX wB97M-V def2-TZVPD def2/J DEFGRID3
* xyz 0 1
C -1.452 -1.627 1.666
C 0.358 -0.896 -0.226
C -0.506 1.225 0.344
N 1.087 0.090 1.811
N 0.380 0.177 0.818
Cl -2.076 -1.108 3.142
H -0.527 -2.297 1.773
H 0.829 -0.532 -1.075
H 0.960 -1.741 -0.025
H -0.572 -1.311 -0.300
H 0.030 1.955 -0.323
H -1.350 0.708 -0.189
H -0.857 1.742 1.181
*
```

Computed properties:
ΔE to the lowest compared entry with this formula, charge and spin = 164.7 kcal per mole
energy = -687.95430 a.u.
maximum force = 2.83 eV/Å
orbital gap = 6.924 eV

=====

Entry from the OMol25 dataset: a molecular structure, C21H12AsN2S8Ta (ωB97M-V/def2-TZVPD).

```
! RIJCOSX wB97M-V def2-TZVPD def2/J DEFGRID3
* xyz -1 2
Ta 0.157 -0.921 0.284
S -0.808 1.654 1.847
C -2.137 1.264 0.943
N -2.096 0.677 -0.278
C -3.337 0.337 -0.819
C -3.560 -0.343 -2.008
C -4.869 -0.625 -2.358
C -5.932 -0.241 -1.542
C -5.703 0.424 -0.348
C -4.394 0.705 0.009
S -3.788 1.461 1.465
H -2.722 -0.636 -2.625
H -5.067 -1.156 -3.280
H -6.947 -0.473 -1.836
H -6.523 0.708 0.299
S 2.582 -0.885 -3.785
C 3.194 0.468 -2.882
C 4.120 1.428 -3.267
C 4.424 2.431 -2.365
C 3.813 2.476 -1.108
C 2.896 1.519 -0.723
C 2.589 0.501 -1.622
N 1.685 -0.525 -1.415
C 1.560 -1.304 -2.447
C 0.586 -2.374 -2.413
C 0.420 -3.247 -3.487
C -0.546 -4.231 -3.426
C -1.333 -4.338 -2.283
C -1.154 -3.472 -1.215
C -0.195 -2.450 -1.237
H 4.585 1.394 -4.243
H 5.141 3.194 -2.639
H 4.061 3.277 -0.425
H 2.411 1.553 0.244
H 1.051 -3.150 -4.364
H -0.685 -4.915 -4.253
H -2.087 -5.113 -2.222
H -1.766 -3.594 -0.330
S 1.337 -4.180 3.054
As 0.879 -2.162 3.090
S 2.176 -1.114 1.535
S -1.171 -1.940 1.875
S 0.693 -0.984 4.773
S -0.578 1.378 -2.334
C -0.809 0.510 -0.945
*
```

Computed properties:
ΔE to the lowest compared entry with this formula, charge and spin = 38.8 kcal per mole
expectation value of S² = 0.76
energy = -6395.47364 a.u.
maximum force = 0.62 eV/Å
orbital gap (spin up / spin down) = 5.670 / 6.372 eV

=====

Entry from the OMol25 dataset: a molecular structure, C32H31AuN7Se2 at a distorted geometry (ωB97M-V/def2-TZVPD).

```
! RIJCOSX wB97M-V def2-TZVPD def2/J DEFGRID3
* xyz 1 1
Au -0.213 0.444 0.110
C 3.674 1.528 -1.435
C 4.507 0.430 -1.217
C 4.042 -0.603 -0.443
C 2.729 -0.578 0.075
N 1.942 0.496 -0.154
C 2.424 1.516 -0.863
N 2.390 -1.682 0.774
C 1.248 -1.995 1.282
N 0.079 -1.307 1.249
C -0.914 -2.005 1.853
N -2.165 -1.717 1.968
C -2.831 -0.653 1.479
C -4.212 -0.633 1.777
C -5.023 0.358 1.281
C -4.448 1.352 0.489
C -3.093 1.297 0.266
N -2.297 0.339 0.734
C -0.336 -3.245 2.389
C -0.883 -4.282 3.117
C -0.045 -5.338 3.459
C 1.282 -5.361 3.055
C 1.836 -4.318 2.319
C 1.015 -3.252 2.008
H 3.987 2.371 -2.029
H 5.495 0.396 -1.649
H 4.636 -1.471 -0.210
H 1.766 2.369 -0.973
H -4.588 -1.432 2.394
H -6.083 0.366 1.489
H -5.031 2.147 0.049
H -2.605 2.052 -0.333
H -1.923 -4.269 3.397
H -0.432 -6.160 4.042
H 1.891 -6.212 3.313
H 2.863 -4.339 1.994
C -0.621 7.486 -4.181
C -0.449 6.115 -3.616
C 0.145 5.096 -4.356
C 0.223 3.798 -3.886
C 0.910 2.744 -4.688
C -0.328 3.497 -2.624
Se -0.688 1.658 -2.195
C -0.787 4.538 -1.798
C -1.242 4.324 -0.388
C -0.868 5.817 -2.324
H -0.133 7.578 -5.148
H -0.212 8.237 -3.507
H -1.680 7.706 -4.312
H 0.538 5.323 -5.334
H 1.199 3.115 -5.666
H 0.260 1.878 -4.817
H 1.803 2.404 -4.165
H -0.658 3.560 0.127
H -2.291 4.029 -0.377
H -1.158 5.252 0.174
H -1.291 6.599 -1.709
C 0.490 -4.599 -3.408
N -0.406 -3.746 -4.139
C -0.966 -4.006 -5.358
C -1.759 -2.952 -5.674
N -1.683 -2.057 -4.645
C -2.391 -0.811 -4.556
C -0.849 -2.548 -3.708
Se -0.380 -1.732 -2.113
H 0.714 -5.480 -4.006
H 0.035 -4.900 -2.462
H 1.410 -4.059 -3.177
H -0.759 -4.907 -5.899
H -2.362 -2.769 -6.542
H -2.916 -0.628 -5.491
H -1.694 0.006 -4.354
H -3.106 -0.843 -3.730
*
```

Computed properties:
ΔE to the lowest compared entry with this formula, charge and spin = 30.5 kcal per mole
energy = -6559.65905 a.u.
maximum force = 1.75 eV/Å
orbital gap (spin up / spin down) = 4.930 / 4.694 eV

=====

Entry from the OMol25 dataset: C2H9N5 in the gas phase at a distorted geometry (ωB97M-V/def2-TZVPD).

```
! RIJCOSX wB97M-V def2-TZVPD def2/J DEFGRID3
* xyz 0 1
C -2.202 1.301 -0.037
N -1.817 0.164 0.330
N -0.401 -0.312 -0.041
C -0.187 -1.743 0.009
N 0.601 0.610 0.025
N 1.353 0.551 1.171
N 1.443 0.181 -1.313
H -1.551 2.051 -0.490
H -3.264 1.520 0.026
H -0.271 -2.142 -1.004
H -0.960 -2.165 0.649
H 0.808 -2.020 0.361
H 1.504 -0.372 1.576
H 1.127 1.293 1.819
H 2.439 0.152 -1.082
H 1.377 0.931 -1.998
*
```

Computed properties:
SMILES string = C=NN(C)N(N)N
ΔE to the lowest compared entry with this formula, charge and spin = 130.9 kcal per mole
energy = -355.19022 a.u.
maximum force = 4.08 eV/Å
orbital gap = 9.134 eV

=====

Entry from the OMol25 dataset: a molecular structure, C24H52F9N2O13V at a distorted geometry (ωB97M-V/def2-TZVPD).

```
! RIJCOSX wB97M-V def2-TZVPD def2/J DEFGRID3
* xyz -1 2
O -8.634 21.744 -5.566
V -7.456 21.457 -6.640
C -8.883 18.625 -6.502
O -9.837 19.701 -6.584
O -7.698 19.101 -7.011
C -8.835 17.718 -5.213
F -10.067 17.580 -4.637
F -8.504 16.420 -5.495
F -7.969 18.161 -4.294
C -11.194 19.353 -6.637
C -12.147 20.612 -6.702
H -12.101 21.110 -7.671
H -13.169 20.345 -6.434
H -11.797 21.320 -5.952
H -11.689 18.865 -5.797
H -11.379 18.748 -7.524
H -9.235 17.923 -7.259
C -5.433 21.517 -9.520
O -5.316 20.384 -10.366
O -5.784 20.973 -8.229
C -4.065 22.385 -9.669
F -3.865 23.362 -8.776
F -3.019 21.660 -9.639
F -4.037 22.987 -10.817
C -4.930 20.503 -11.765
C -5.037 19.083 -12.408
H -5.081 19.194 -13.491
H -4.370 18.359 -11.939
H -5.981 18.570 -12.224
H -3.902 20.815 -11.949
H -5.552 21.178 -12.352
H -6.290 22.077 -9.895
C -5.048 21.502 -3.899
O -3.844 20.900 -4.450
O -6.040 21.261 -4.842
C -5.184 21.187 -2.379
F -4.215 21.614 -1.535
F -6.389 21.812 -1.936
F -5.265 19.867 -2.137
C -2.593 21.228 -3.801
C -1.524 20.791 -4.804
H -0.512 21.028 -4.476
H -1.464 19.710 -4.925
H -1.884 21.298 -5.700
H -2.404 20.673 -2.882
H -2.536 22.284 -3.536
H -4.930 22.584 -3.953
C -8.840 21.044 0.384
O -9.498 19.944 -0.134
C -9.269 19.707 -1.478
C -9.665 20.882 -2.400
N -11.101 21.217 -2.246
C -11.617 22.265 -3.081
C -11.223 23.712 -2.705
O -9.955 24.006 -3.345
C -9.078 24.906 -2.711
H -8.772 20.894 1.462
H -9.542 21.876 0.341
H -7.847 21.197 -0.038
H -9.926 18.849 -1.619
H -8.227 19.396 -1.563
H -9.603 20.647 -3.463
H -9.106 21.796 -2.202
H -11.190 21.462 -1.270
H -12.707 22.249 -3.097
H -11.349 22.054 -4.116
H -11.185 23.834 -1.622
H -11.968 24.404 -3.098
H -8.785 24.433 -1.774
H -9.622 25.809 -2.433
H -8.187 25.205 -3.263
C -8.700 26.894 -6.387
O -9.547 26.004 -7.131
C -10.451 25.176 -6.383
C -11.420 24.361 -7.262
N -10.677 24.044 -8.539
C -11.640 23.728 -9.637
C -10.965 23.461 -10.981
O -11.944 23.684 -12.026
C -11.423 23.882 -13.329
H -8.125 26.442 -5.579
H -9.219 27.741 -5.937
H -8.113 27.437 -7.128
H -10.935 25.713 -5.567
H -9.738 24.501 -5.910
H -12.330 24.946 -7.399
H -11.704 23.409 -6.813
H -10.098 24.867 -8.628
H -12.328 24.571 -9.709
H -12.229 22.870 -9.315
H -10.608 22.431 -10.970
H -10.094 24.111 -11.063
H -12.132 23.466 -14.045
H -10.536 23.277 -13.518
H -11.190 24.938 -13.465
O -8.915 22.058 -8.194
H -9.528 22.781 -8.327
H -9.029 21.501 -8.964
O -6.672 23.631 -6.582
H -6.907 24.049 -7.411
H -6.307 24.339 -6.051
*
```

Computed properties:
ΔE to the lowest compared entry with this formula, charge and spin = 101.5 kcal per mole
expectation value of S² = 0.80
energy = -3875.94596 a.u.
maximum force = 4.06 eV/Å
orbital gap (spin up / spin down) = 7.095 / 7.030 eV

=====

Entry from the OMol25 dataset: 2 unconnected molecules or ions with the total composition C3HCl3F2 at a distorted geometry (ωB97M-V/def2-TZVPD).

```
! RIJCOSX wB97M-V def2-TZVPD def2/J DEFGRID3
* xyz 0 1
F -2.870 1.640 1.631
C -3.119 1.060 0.508
C -2.861 0.755 -0.726
F -2.351 1.239 -1.830
C -3.800 -0.175 -0.087
Cl -5.578 -0.227 -0.135
Cl -3.249 -1.892 0.359
Cl 0.411 0.571 0.436
H 0.337 0.746 1.709
*
```

Computed properties:
SMILES string = FC1=C(F)C1(Cl)Cl.Cl
ΔE to the lowest compared entry with this formula, charge and spin = 56.6 kcal per mole
energy = -1695.10253 a.u.
maximum force = 2.78 eV/Å
orbital gap = 10.905 eV

=====

Entry from the OMol25 dataset: a gas-phase ion, C4H12N3 (charge +1) at a distorted geometry (ωB97M-V/def2-TZVPD).

```
! RIJCOSX wB97M-V def2-TZVPD def2/J DEFGRID3
* xyz 1 1
C -0.034 -0.568 -1.756
C 0.656 -0.537 -0.426
C 0.095 -1.706 0.396
N -0.632 -1.377 1.574
N 0.354 0.585 0.284
C 0.359 1.969 -0.086
N -0.281 2.870 0.654
H -1.129 -0.480 -1.664
H 0.139 -1.597 -2.190
H 0.236 0.125 -2.574
H 1.724 -0.494 -0.638
H -0.441 -2.408 -0.331
H 0.972 -2.140 0.744
H -0.468 -1.938 2.480
H -1.633 -1.427 1.378
H -0.162 0.277 1.170
H 1.121 2.325 -0.837
H 0.099 3.820 0.511
H -0.975 2.700 1.312
*
```

Computed properties:
SMILES string = C[C@H](CN)NC=[NH2+]
ΔE to the lowest compared entry with this formula, charge and spin = 50.2 kcal per mole
energy = -323.59832 a.u.
maximum force = 8.46 eV/Å
orbital gap = 10.119 eV

=====

Entry from the OMol25 dataset: 2 unconnected molecules or ions with the total composition C2H9NO2 at a distorted geometry (ωB97M-V/def2-TZVPD).

```
! RIJCOSX wB97M-V def2-TZVPD def2/J DEFGRID3
* xyz 0 1
N 1.172 0.023 0.809
C 0.874 -0.024 -0.690
C -0.036 -1.165 -1.097
O -1.536 -0.961 -0.702
H 1.066 0.851 1.304
H 0.681 -0.649 1.375
H 0.295 0.838 -1.004
H 1.751 -0.140 -1.339
H 0.059 -1.092 -2.206
H 0.216 -2.222 -0.878
H -1.906 -1.744 -0.355
O -0.725 1.916 1.928
H -0.816 2.804 1.702
H -1.097 1.564 1.155
*
```

Computed properties:
SMILES string = NCCO.O
ΔE to the lowest compared entry with this formula, charge and spin = 23.8 kcal per mole
energy = -286.78049 a.u.
maximum force = 4.07 eV/Å
orbital gap = 9.819 eV

=====

Which value of energy does entry 7 give?
-323.59832 a.u.

=====

Which formula does entry 7 have?
C4H12N3